Entry 1:
90
Properties=species:S:1:pos:R:3:forces:R:3 method="wB97M-V/def2-TZVPD" homo_ha=-0.2522 homo_lumo_gap_ev=6.52
Sn 0.41394 0.08357 -0.99617 -0.216 0.458 -0.280
C 2.93540 -2.39871 1.81316 -0.033 0.039 -0.096
C 2.33409 -2.62150 0.44740 0.012 -0.050 0.040
C 3.03394 -2.29813 -0.71062 -0.011 -0.054 0.018
C 2.48270 -2.51899 -1.97170 0.007 -0.089 -0.021
C 3.24539 -2.17386 -3.22692 -0.036 -0.018 0.082
C 1.21325 -3.08752 -2.05892 0.062 -0.010 -0.032
C 0.49521 -3.43829 -0.91730 -0.019 -0.068 0.002
C -0.86324 -4.08337 -1.03866 0.064 0.090 -0.011
C 1.06485 -3.18664 0.32807 0.112 -0.017 0.009
H 3.14069 -3.35363 2.30319 -0.006 0.043 0.002
H 2.25004 -1.83690 2.45255 0.016 -0.015 -0.014
H 3.87073 -1.84062 1.74969 -0.039 -0.017 -0.008
H 4.03553 -1.88308 -0.62915 -0.086 0.032 -0.012
H 3.36470 -3.05263 -3.86414 0.009 0.021 0.026
H 4.23752 -1.78448 -2.99277 -0.049 -0.002 -0.013
H 2.70736 -1.42494 -3.81200 0.031 -0.033 -0.006
H 0.78515 -3.29039 -3.03858 0.021 0.061 0.075
H -0.86877 -4.82982 -1.83509 -0.001 0.034 0.031
H -1.62760 -3.33801 -1.28104 0.030 -0.062 0.006
H -1.14988 -4.57503 -0.10721 0.001 0.039 -0.047
H 0.52737 -3.46219 1.23342 -0.007 0.006 -0.085
Br -4.13061 4.76355 3.20284 0.013 -0.073 -0.030
C -3.10215 3.55442 2.13112 -0.351 0.011 -0.178
C -3.64540 3.20235 0.87713 0.222 -0.008 0.177
C -2.95221 2.59778 -0.14783 0.210 -0.084 -0.197
C -1.73956 1.85803 -0.02028 -0.018 0.147 0.038
O -0.80056 1.88926 -0.89400 -0.151 -0.417 -0.189
C -1.03536 2.29399 1.95291 -0.509 -0.311 0.295
C 0.38950 2.39422 1.93125 0.222 0.348 -0.138
N 1.12787 1.67068 1.16957 0.098 -0.107 0.110
C 2.51287 1.83093 1.19249 0.051 0.035 0.087
C 3.24701 1.83935 2.35590 -0.011 -0.053 -0.008
C 4.65220 1.96055 2.33752 0.012 0.015 -0.022
C 5.32461 2.10748 1.15885 -0.032 0.037 0.036
C 4.60517 2.12510 -0.06025 -0.113 -0.036 -0.029
C 5.23286 2.32460 -1.31119 0.039 -0.022 -0.014
C 4.48328 2.35346 -2.45014 0.087 0.019 0.029
C 3.09292 2.14818 -2.34565 0.079 0.388 0.025
N 2.47251 1.94995 -1.20977 -0.086 -0.227 -0.002
C 3.20070 1.95271 -0.05681 0.061 0.059 0.007
C -1.80460 3.31595 2.51356 0.194 -0.135 0.064
H -4.62480 3.60257 0.64744 0.001 0.027 -0.012
H -3.32574 2.68761 -1.16584 0.083 0.104 0.100
H 0.83931 3.20613 2.51787 -0.050 -0.045 0.044
H 2.72910 1.73177 3.30204 0.009 -0.034 -0.033
H 5.19613 1.93873 3.27380 -0.022 0.028 -0.016
H 6.40131 2.22830 1.13826 -0.030 -0.030 -0.001
H 6.30776 2.46439 -1.34303 -0.026 -0.002 -0.009
H 4.93418 2.52493 -3.41964 -0.038 -0.014 0.041
H 2.47067 2.15335 -3.23889 0.423 0.499 0.493
H -1.33413 3.98382 3.23133 -0.020 -0.010 -0.057
C -4.47969 -2.26642 0.66351 0.016 0.038 -0.053
C -3.18182 -2.34851 0.95787 -0.037 0.150 0.100
C -2.23287 -1.21655 0.61537 -0.251 0.338 0.200
C -2.72477 -0.62252 -0.68751 0.328 -0.183 0.184
C -4.15486 -0.38932 -0.82875 -0.109 0.033 -0.202
C -5.00239 -1.14253 -0.11940 -0.020 -0.147 0.083
N -1.84587 -0.39746 -1.60250 0.234 0.044 -0.318
N -2.25853 0.09632 -2.79418 -0.084 0.058 -0.148
C -1.26015 0.46464 -3.59787 0.037 -0.140 0.176
C -1.59838 0.90409 -4.91602 0.091 0.052 -0.076
C -0.62064 1.22498 -5.80648 -0.109 -0.011 0.134
C 0.73858 1.13824 -5.42051 -0.054 0.066 -0.109
C 1.00697 0.76262 -4.14069 -0.061 -0.404 -0.010
N 0.05996 0.43288 -3.23129 -0.183 0.096 0.157
H -5.15261 -3.07358 0.92953 0.012 0.007 -0.044
H -2.77141 -3.25182 1.38485 -0.059 0.047 0.125
H -1.24286 -1.64438 0.43052 -0.016 -0.141 -0.002
H -4.49271 0.32623 -1.56645 0.054 0.037 0.105
H -6.07337 -1.00888 -0.21113 0.030 -0.004 0.011
H -2.65043 0.96279 -5.15882 0.038 -0.030 -0.027
H -0.88133 1.55176 -6.80645 0.001 -0.025 0.035
H 1.53943 1.38298 -6.10382 -0.004 -0.010 0.023
H 2.03304 0.72355 -3.78624 -0.496 -0.543 -0.290
C -1.72740 -1.94723 3.52024 0.029 0.072 -0.177
C -2.05048 -0.46893 3.21104 0.152 -0.050 -0.072
C -3.49827 -0.16350 3.63536 0.004 -0.052 0.012
C -1.11310 0.33826 4.12678 0.086 0.048 -0.140
C -1.95349 -0.11057 1.70082 -0.089 -0.041 -0.140
C -1.63044 1.11711 1.26566 0.308 0.145 0.306
H -1.55555 -2.05510 4.59277 0.023 -0.004 -0.062
H -0.82178 -2.28113 2.99901 -0.090 0.016 0.061
H -2.54839 -2.60903 3.26840 -0.003 -0.051 -0.030
H -3.62672 -0.38752 4.69994 0.004 0.006 -0.068
H -4.21229 -0.76365 3.06942 0.010 0.006 -0.001
H -3.72941 0.89105 3.46911 0.025 -0.031 0.028
H -1.15307 -0.09574 5.12874 0.000 0.022 -0.052
H -1.40916 1.37733 4.21475 0.020 0.063 -0.036
H -0.07697 0.29053 3.77662 -0.051 0.018 0.040

Entry 2:
97
Properties=species:S:1:pos:R:3:forces:R:3 method="wB97M-V/def2-TZVPD" homo_ha="-0.4999 / -0.4999" homo_lumo_gap_ev="5.13 / 4.53" charge=+3
Sn 0.27162 -0.52855 -0.00587 0.101 -0.121 -0.176
C -1.60735 -4.70982 0.36395 0.015 0.005 -0.027
C -1.41187 -5.05586 1.68954 -0.007 -0.013 -0.005
C -0.72170 -4.18560 2.51997 0.026 -0.021 -0.017
C -0.25459 -2.98899 2.00497 0.104 0.076 0.057
N -0.47202 -2.64259 0.72401 -0.138 0.007 -0.038
C -1.12019 -3.49430 -0.07918 0.055 -0.070 0.025
C 0.50056 -2.00316 2.82164 -0.073 -0.092 -0.036
C 0.95853 -2.27630 4.10031 -0.038 -0.008 0.005
C 1.61814 -1.28373 4.80542 0.017 0.025 0.010
C 1.80787 -0.04436 4.21449 -0.011 -0.024 0.018
C 1.35310 0.14671 2.92474 -0.023 -0.007 0.072
N 0.71648 -0.81288 2.24445 0.222 0.069 0.063
H -2.12926 -5.36069 -0.32226 -0.005 -0.010 0.001
H -1.78703 -5.99355 2.07590 -0.008 -0.012 0.007
H -0.56041 -4.44152 3.55606 -0.006 -0.007 -0.004
H -1.24964 -3.19705 -1.11059 -0.020 0.052 -0.022
H 0.80991 -3.24845 4.54536 -0.002 0.012 0.008
H 1.97705 -1.47753 5.80706 0.004 -0.001 0.014
H 2.30512 0.75782 4.74015 0.003 0.007 -0.002
H 1.50489 1.07944 2.39952 0.012 0.004 -0.024
Cl 0.06182 1.43901 -3.08192 -0.126 0.028 0.020
C -0.88939 0.63535 -4.29690 0.024 -0.131 -0.014
C -0.81516 1.12386 -5.57341 -0.028 -0.030 0.005
C -1.55502 0.50504 -6.58564 -0.023 0.008 -0.052
C -2.34718 -0.60014 -6.32414 0.068 0.044 0.042
C -2.42084 -1.09697 -5.03657 -0.029 0.040 -0.015
Cl -3.39933 -2.47006 -4.76423 -0.015 -0.017 0.028
C -1.71079 -0.48542 -3.95097 0.098 0.146 -0.275
S -1.90537 -1.04528 -2.38172 -0.052 -0.012 0.258
H -0.20054 1.98513 -5.79114 0.009 0.004 -0.004
H -1.50649 0.89745 -7.59260 0.007 0.006 0.001
H -2.91169 -1.07640 -7.11231 -0.002 -0.011 -0.009
N -5.97622 2.37014 2.79188 -0.051 0.138 0.013
C -6.77661 3.47533 2.99645 -0.117 -0.221 0.102
C -8.02361 3.62650 3.60739 0.068 0.035 -0.038
C -8.53303 4.90293 3.62912 0.010 0.070 -0.024
C -7.83857 5.99932 3.06622 -0.036 -0.072 0.038
C -6.61390 5.84173 2.46961 0.007 -0.031 0.002
C -6.07485 4.54783 2.43714 0.202 0.113 -0.120
N -4.87882 4.10753 1.90906 -0.160 0.021 0.088
C -4.85949 2.81981 2.13916 0.160 -0.146 -0.066
C -3.74600 1.98099 1.71740 -0.123 0.135 0.040
C -3.68516 0.59938 1.91276 0.045 -0.028 0.009
C -2.58418 -0.09871 1.46899 -0.072 0.088 0.027
N -1.55538 0.49656 0.84857 -0.186 -0.085 0.054
C -1.61248 1.82617 0.64836 -0.028 0.064 -0.055
C -2.66955 2.59303 1.06533 0.046 -0.045 -0.037
H -6.18224 1.43299 3.08905 -0.011 0.011 -0.013
H -8.56229 2.79466 4.03888 -0.004 -0.016 0.004
H -9.49566 5.07839 4.08927 -0.008 0.002 0.003
H -8.29033 6.98009 3.11164 -0.013 0.008 0.006
H -6.07706 6.67436 2.03793 0.010 0.005 -0.010
H -4.48125 0.05576 2.40090 -0.012 -0.007 0.000
H -2.52195 -1.17058 1.60568 0.023 -0.017 0.003
H -0.77394 2.27056 0.12180 0.023 -0.007 -0.012
H -2.69829 3.65846 0.88997 0.002 0.011 -0.002
N 2.95420 5.15335 0.14033 0.017 0.099 0.075
C 3.72698 3.88271 0.36564 0.086 0.134 0.085
P 2.80372 2.57344 -0.56276 -0.185 -0.081 -0.331
O 1.97280 3.38925 -1.50369 -0.037 -0.019 0.111
O 2.20281 1.49340 0.28234 -0.006 0.212 0.387
C 4.06434 1.69136 -1.55607 0.089 -0.099 -0.200
N 3.29880 0.58589 -2.21388 0.085 0.000 -0.035
H 2.26117 5.31892 0.87162 0.034 0.002 -0.032
H 2.43497 5.00255 -0.75574 -0.052 -0.062 -0.008
H 3.55473 5.97742 0.08679 -0.029 -0.018 -0.003
H 3.84600 3.69698 1.42985 -0.022 0.010 -0.011
H 4.70906 4.03301 -0.08171 0.041 -0.089 0.054
H 4.84225 1.22780 -0.95079 0.033 0.067 0.019
H 4.50404 2.31878 -2.32907 0.019 0.002 0.025
H 2.49523 0.94691 -2.74629 0.045 -0.056 -0.004
H 2.93186 -0.05675 -1.48734 -0.052 -0.153 -0.038
H 3.87763 0.02053 -2.84157 -0.047 0.021 0.002
C 4.92527 -3.79117 2.24911 0.014 -0.030 0.019
C 4.64419 -4.55788 1.12083 -0.025 0.028 -0.055
C 3.96610 -4.00527 0.05267 0.063 -0.086 0.048
C 3.53964 -2.66049 0.10792 -0.265 0.110 -0.100
C 3.80012 -1.90718 1.27344 0.055 -0.017 0.102
C 4.50407 -2.46339 2.31975 -0.037 0.065 -0.024
N 2.81252 -2.05227 -0.87614 0.384 -0.002 -0.025
C 2.97337 -2.44057 -2.20027 -0.154 0.034 0.037
C 4.21893 -2.80971 -2.73938 -0.016 -0.030 -0.019
C 4.35387 -3.01758 -4.10293 -0.061 0.001 -0.007
C 3.26027 -2.87378 -4.95055 0.023 -0.011 0.032
C 2.02368 -2.50720 -4.42712 0.007 0.002 0.056
C 1.88144 -2.27517 -3.07021 -0.020 0.007 -0.101
H 5.47019 -4.22973 3.07388 0.006 0.000 0.007
H 4.95817 -5.59174 1.07920 0.004 -0.012 0.007
H 3.72476 -4.60821 -0.81240 -0.003 -0.004 -0.004
H 3.47611 -0.87225 1.29552 -0.013 0.001 0.020
H 4.73728 -1.86986 3.19412 0.005 -0.002 0.007
H 5.07902 -2.89890 -2.08902 0.019 -0.004 0.014
H 5.31757 -3.29627 -4.50658 0.018 0.003 -0.011
H 3.37186 -3.04610 -6.01177 0.002 -0.006 -0.016
H 1.16826 -2.40445 -5.08164 -0.021 -0.001 -0.020
H 0.91436 -1.99022 -2.66674 0.054 0.013 0.010

Entry 3:
87
Properties=species:S:1:pos:R:3:forces:R:3 method="wB97M-V/def2-TZVPD" homo_ha=-0.2790 homo_lumo_gap_ev=7.42 relative_energy_kcal_mol=32.4
Pt 0.03328 -1.07495 -0.41618 1.624 -1.141 0.994
C -0.84147 1.53496 2.60573 -0.131 -0.175 0.083
C -1.89547 0.56877 2.07044 0.030 0.086 -0.093
C -1.88471 -0.83084 2.68232 -0.121 -0.207 0.239
Sb -0.22221 -2.04889 2.07083 0.099 1.476 -1.210
C 1.45245 -1.02058 2.84880 0.252 -0.092 0.456
C 2.66526 -1.13953 2.18251 0.134 0.037 0.044
C 3.81363 -0.54516 2.69831 -0.033 0.001 -0.042
C 3.75756 0.16431 3.88424 -0.025 0.059 0.059
C 2.55321 0.26472 4.57340 0.053 0.043 -0.004
C 1.41463 -0.33328 4.06341 -0.066 -0.113 0.017
C -0.18951 -3.54521 3.54050 -0.031 -0.517 -0.085
C -0.61623 -3.27529 4.83542 -0.020 -0.051 0.027
C -0.42082 -4.21374 5.83884 -0.043 0.045 0.025
C 0.19731 -5.42215 5.55478 0.023 -0.055 0.000
C 0.61422 -5.70129 4.26148 -0.029 0.030 0.012
C 0.42006 -4.76407 3.25647 -0.024 -0.066 0.044
Sb -0.86163 3.43898 1.61482 -0.047 0.023 -0.319
C -0.77979 4.62372 3.37938 -0.157 0.053 0.249
C 0.26320 4.53879 4.30073 0.050 -0.034 -0.017
C 0.21262 5.24286 5.49417 0.008 0.028 0.023
C -0.88393 6.04450 5.78628 -0.017 0.021 -0.003
C -1.92642 6.14313 4.87804 0.037 -0.006 -0.005
C -1.87000 5.43528 3.68272 -0.021 0.057 0.018
C 1.24049 3.52874 1.25718 0.180 0.109 -0.106
C 2.00403 2.41018 0.93698 0.036 0.051 -0.033
C 3.34643 2.53597 0.60219 0.035 -0.021 -0.016
C 3.94937 3.78390 0.58846 0.037 -0.032 -0.015
C 3.20484 4.90735 0.91708 -0.056 0.041 0.035
C 1.86114 4.77942 1.24058 0.018 0.007 0.005
H 0.16203 1.14467 2.45389 -0.037 -0.036 0.021
H -0.96062 1.72011 3.67646 -0.018 -0.018 -0.013
H -1.75269 0.45464 0.99550 0.017 0.034 -0.193
H -2.89889 0.99567 2.18169 0.042 -0.014 0.127
H -2.74640 -1.38708 2.30040 -0.032 -0.014 0.097
H -1.97681 -0.81078 3.77156 0.043 0.061 -0.046
H 2.73156 -1.66714 1.24273 -0.037 -0.019 -0.060
H 4.74874 -0.63209 2.15875 -0.001 -0.007 0.002
H 4.64552 0.64327 4.27682 0.009 -0.012 0.002
H 2.50323 0.81194 5.50656 0.007 -0.003 0.003
H 0.48521 -0.25375 4.61781 0.010 0.024 -0.021
H -1.09874 -2.33627 5.07629 0.025 0.003 0.004
H -0.75228 -3.99500 6.84570 0.006 -0.014 0.012
H 0.35466 -6.14725 6.34264 -0.012 -0.004 0.000
H 1.09011 -6.64559 4.03198 0.012 -0.007 0.014
H 0.75328 -4.99245 2.25056 0.005 0.036 -0.018
H 1.12934 3.92253 4.08341 -0.013 -0.018 -0.011
H 1.02987 5.16807 6.20105 0.006 -0.004 -0.009
H -0.92235 6.59310 6.71890 0.003 -0.002 -0.001
H -2.78267 6.76906 5.09569 0.003 0.004 0.006
H -2.69141 5.52455 2.97938 0.003 -0.019 0.002
H 1.57583 1.41816 0.93732 -0.113 -0.156 -0.044
H 3.91588 1.65044 0.34910 0.001 -0.033 -0.010
H 4.99398 3.88153 0.32016 -0.002 -0.005 0.017
H 3.66888 5.88618 0.92242 -0.008 -0.004 -0.016
H 1.29830 5.67133 1.49681 -0.020 -0.013 -0.007
C 0.07415 1.85347 -3.48873 0.011 0.230 0.057
C 0.73471 0.94192 -2.48838 0.293 0.003 0.316
O -0.00307 0.63802 -1.51188 -0.414 0.090 -0.797
C 2.08752 0.51102 -2.66707 -0.119 -0.002 -0.208
C 2.81405 1.04481 -3.77072 0.046 -0.065 0.001
C 4.09426 0.67717 -4.05600 -0.106 0.005 0.044
C 4.71667 -0.29174 -3.23447 0.055 0.001 -0.032
C 4.07122 -0.83009 -2.16525 -0.007 0.082 0.056
C 2.73918 -0.43940 -1.80434 -0.055 0.182 -0.038
O 2.23351 -0.95582 -0.75770 -0.302 0.073 0.381
H -0.97399 1.94569 -3.21732 0.002 0.015 -0.020
H 0.16302 1.47128 -4.50476 -0.003 -0.049 0.009
H 0.53201 2.84453 -3.46672 -0.007 -0.007 -0.004
H 2.33513 1.78198 -4.39961 0.005 -0.005 -0.014
H 4.61653 1.11365 -4.89545 0.032 -0.018 0.007
H 5.72754 -0.61180 -3.46048 -0.009 0.001 -0.002
H 4.54222 -1.57080 -1.53173 0.003 0.001 -0.005
C -1.69500 -1.74155 -1.13892 -0.787 0.230 0.239
C -1.08116 -2.70633 -2.09451 -0.201 0.073 0.028
C -0.64392 -2.26501 -3.34763 0.070 -0.101 -0.035
C 0.03736 -3.11885 -4.20112 -0.054 0.026 0.077
C 0.28002 -4.43066 -3.81732 0.061 -0.072 -0.084
C -0.16085 -4.88783 -2.58299 -0.050 0.072 0.056
C -0.83559 -4.03126 -1.72676 0.061 -0.038 -0.088
H -2.33914 -2.20759 -0.39359 -0.140 -0.080 -0.180
H -2.22647 -0.92639 -1.63800 -0.041 -0.071 0.002
H -0.83754 -1.23971 -3.64219 -0.015 0.007 0.003
H 0.38325 -2.76101 -5.16230 -0.007 -0.002 -0.010
H 0.81093 -5.09912 -4.48320 0.005 0.007 0.008
H 0.02816 -5.91111 -2.28459 -0.008 -0.008 -0.009
H -1.17049 -4.38101 -0.75702 -0.014 0.002 0.006